Here is a 2-piece molecular cluster, C4H13N2OS overall from the OMol25 dataset. Energies are from ωB97M-V/def2-TZVPD.

```
21
Properties=species:S:1:pos:R:3
N 0.0522 2.4274 0.0533
C 0.0664 1.1338 -0.7448
C -0.7946 0.0308 -0.0724
S -2.3976 -0.2264 -0.9343
C 1.6276 0.7176 -0.8247
N 2.3349 0.6666 0.4661
C 2.5758 -0.6866 0.9932
H -0.2952 3.0960 -0.6519
H -0.6520 2.5079 0.7862
H -0.2873 1.2098 -1.7402
H -0.3018 -1.0209 -0.0778
H -1.0043 0.2539 0.9438
H 2.1288 1.2603 -1.5859
H 1.5849 -0.2987 -1.2370
H 1.8768 1.2536 1.1322
H 2.8162 -1.3334 0.1488
H 1.5802 -0.9954 1.4290
H 3.4202 -0.7172 1.6313
H -0.2914 -2.9778 0.9258
H -1.6453 -2.4915 1.2217
O -1.0161 -3.1195 1.5348
```

Values from the calculation:
- Orbital gap: 0.236 hartree
- Calculated total energy: -743.13818 a.u.
- Net charge: -1
- Highest occupied orbital energy: -2.73 eV
- ΔE to the lowest compared entry with this formula, charge and spin: 1.113 eV